# 1
10
Properties=species:S:1:pos:R:3:forces:R:3 method="wB97M-V/def2-TZVPD" gap_ha=0.332 relative_energy_kcal_mol=10.8 e_tot_ev=-26284.8082 homo_energy_ev=-9.0 fmax_ev_per_a=2.51
C -0.7268 1.2446 0.5853 1.29 -1.42 -0.81
C -0.0480 -0.1236 0.2025 -1.71 1.04 1.21
N -1.9719 1.1755 0.8179 -0.21 -2.05 -0.55
O -0.0868 2.3852 0.8389 0.65 -1.30 -0.56
O -4.0345 2.2273 1.8959 -2.12 0.58 0.97
P -1.0066 3.5822 1.5014 -0.16 2.26 1.08
P -2.6342 2.3660 1.6187 0.97 0.69 -0.71
H 1.0014 -0.2511 0.3898 0.50 0.50 -0.03
H -0.6130 -0.6597 1.0260 0.84 -0.45 -1.56
H -0.3080 -0.4320 -0.8350 -0.05 0.15 0.97



# 2
9
Properties=species:S:1:pos:R:3:forces:R:3 method="wB97M-V/def2-TZVPD" gap_ha="0.238 / 0.238" relative_energy_kcal_mol=157.9 e_tot_ev=-18536.6069 homo_energy_ev="-9.5 / -9.5" smiles="CC(=S)[N+](=O)[O-]" fmax_ev_per_a=9.27
C 1.0974 -0.3986 0.1298 -1.48 0.17 4.77
C -0.3287 -0.2237 -0.0610 -3.34 -7.83 3.68
S -1.4830 -1.6367 0.6735 3.71 4.18 -2.44
N -1.0430 0.9026 -0.4055 -1.03 2.95 -1.56
O -0.4034 1.9140 -0.7435 -0.10 -0.95 0.45
O -2.2526 0.8279 -0.4019 0.02 0.58 -0.14
H 1.1950 -1.1738 1.0135 -0.07 1.81 -1.62
H 1.7032 -0.7684 -0.5661 1.85 -1.65 -3.68
H 1.5150 0.5567 0.3610 0.44 0.75 0.55